1.
Computed, not measured: C2H5NOS2 as an isolated structure at a distorted geometry, with ωB97M-V/def2-TZVPD.

Geometry (Å):
C -1.42 0.19 -1.36
C 1.10 -1.28 0.92
N -0.72 0.86 0.34
O -0.85 0.65 -2.30
S 0.56 1.87 0.01
S -0.46 -0.44 1.35
H -2.32 -0.37 -1.41
H 0.94 -2.01 0.04
H 1.48 -1.91 1.71
H 1.84 -0.55 0.87
H -0.14 2.97 -0.17

- highest occupied orbital energy (eV) = -8.14
- orbital gap (eV) = 8.7

The Mulliken scheme yields these atomic charges, measured in e: C 0.1516; C -0.8577; N -0.2317; O -0.3225; S -0.1264; S -0.0233; H 0.3970; H 0.2433; H 0.3350; H 0.3032; H 0.1315

2.
Computed, not measured: one molecule with the formula C6H7N3S2 at a distorted geometry, with ωB97M-V/def2-TZVPD.

Geometry (Å):
C -3.69 -0.48 0.82
C -2.59 0.19 0.50
C -1.94 0.17 -0.88
C 0.73 0.68 -0.36
C 2.43 -1.10 0.08
C 4.11 0.18 0.12
H -4.16 -0.47 1.80
H -4.31 -1.04 0.06
H -2.02 0.79 1.24
H -1.88 1.18 -1.29
H -2.57 -0.42 -1.56
H 1.82 -1.98 0.19
H 5.13 0.55 0.22
N 2.05 0.20 -0.13
N 3.75 -1.10 0.30
N 3.12 1.01 -0.09
S -0.34 -0.61 -0.92
S 0.35 2.24 -0.10

- highest occupied orbital energy (eV) = -9.18
- orbital gap (eV) = 8.5

The Mulliken scheme yields these atomic charges, measured in e: C -0.7571; C 0.1496; C -0.7184; C 0.3415; C 0.0987; C -0.1242; H 0.2633; H 0.2024; H 0.2533; H 0.3873; H 0.3735; H 0.3620; H 0.3997; N 0.5423; N -0.5871; N -0.8574; S -0.0959; S -0.2333

3.
Computed, not measured: C41H96N14O9 as an isolated structure at a distorted geometry, with ωB97M-V/def2-TZVPD.

Geometry (Å):
C 4.98 0.46 -4.02
C 4.62 1.29 -5.30
C 3.10 1.16 -5.53
C 2.27 2.15 -4.74
C 2.84 3.58 -4.91
C 4.32 3.76 -4.56
N 5.07 2.68 -5.24
O 6.45 2.78 -4.94
C 4.81 5.14 -5.07
C 4.52 3.74 -3.06
C 5.22 0.64 -6.51
H 4.75 1.11 -3.17
H 6.06 0.39 -4.05
H 4.39 -0.45 -3.96
H 2.80 1.39 -6.56
H 2.75 0.13 -5.44
H 2.16 1.87 -3.69
H 1.22 2.12 -5.06
H 2.16 4.18 -4.31
H 2.71 3.96 -5.93
H 5.05 5.03 -6.13
H 4.01 5.87 -5.03
H 5.72 5.36 -4.50
H 3.87 3.07 -2.49
H 5.55 3.67 -2.73
H 4.13 4.71 -2.72
H 4.98 -0.43 -6.58
H 6.31 0.76 -6.54
H 4.79 0.89 -7.49
H 6.88 3.00 -5.77
C -5.16 0.54 3.18
C -6.18 1.05 2.13
C -7.25 -0.03 1.91
C -8.17 -0.31 3.12
C -8.91 0.96 3.55
C -8.03 2.22 3.56
N -7.03 2.21 2.47
O -6.40 3.48 2.35
C -8.94 3.43 3.32
C -7.42 2.33 4.95
C -5.56 1.32 0.76
H -4.60 -0.29 2.73
H -5.60 0.01 4.03
H -4.48 1.32 3.53
H -7.90 0.18 1.06
H -6.77 -0.95 1.58
H -7.53 -0.53 3.98
H -8.90 -1.12 3.03
H -9.19 0.78 4.59
H -9.89 0.98 3.07
H -8.46 4.41 3.30
H -9.35 3.33 2.31
H -9.73 3.36 4.07
H -6.86 1.43 5.23
H -6.87 3.26 5.07
H -8.16 2.34 5.76
H -5.04 0.46 0.33
H -4.73 2.02 0.87
H -6.20 1.65 -0.06
H -5.70 3.40 3.02
C -3.80 0.41 -2.50
C -3.94 -0.68 -3.55
C -4.20 0.03 -4.95
C -2.94 0.66 -5.55
C -1.96 -0.53 -5.69
C -1.59 -1.16 -4.38
N -2.80 -1.58 -3.65
O -2.64 -2.42 -2.54
C -0.92 -2.46 -4.85
C -0.58 -0.27 -3.62
C -5.30 -1.35 -3.24
H -4.20 0.10 -1.54
H -4.44 1.25 -2.78
H -2.78 0.79 -2.43
H -4.81 -0.65 -5.54
H -4.81 0.91 -4.75
H -2.59 1.44 -4.85
H -2.90 1.29 -6.44
H -1.09 -0.35 -6.33
H -2.44 -1.21 -6.40
H -0.50 -3.11 -4.08
H -1.65 -3.16 -5.28
H -0.14 -2.39 -5.62
H 0.37 -0.39 -4.14
H -1.01 0.73 -3.60
H -0.60 -0.68 -2.62
H -6.13 -0.65 -3.35
H -5.35 -1.73 -2.22
H -5.53 -2.18 -3.92
H -2.73 -3.30 -2.92
C 2.81 -0.41 1.75
C 1.78 0.25 0.78
C 1.35 -0.78 -0.25
C 0.43 -1.85 0.34
C -0.78 -1.14 0.96
C -0.58 0.14 1.76
N 0.62 0.90 1.37
O 0.99 1.95 2.21
C -1.75 1.17 1.46
C -0.62 -0.15 3.28
C 2.57 1.28 -0.03
H 3.36 0.32 2.35
H 3.53 -1.07 1.25
H 2.21 -1.09 2.36
H 0.97 -0.35 -1.18
H 2.28 -1.33 -0.39
H 0.94 -2.38 1.15
H 0.19 -2.63 -0.39
H -1.15 -1.90 1.65
H -1.58 -1.05 0.22
H -2.45 1.33 2.29
H -1.29 2.14 1.26
H -2.27 0.94 0.53
H 0.13 -0.92 3.49
H -0.23 0.71 3.83
H -1.59 -0.33 3.75
H 1.92 1.79 -0.73
H 3.40 0.85 -0.60
H 3.03 1.99 0.66
H 1.44 1.50 2.94
C 2.92 0.92 5.58
O 2.26 0.93 4.54
N 4.25 1.16 5.63
N 2.40 0.63 6.79
H 4.81 1.12 6.46
H 4.77 1.28 4.77
H 1.42 0.64 6.99
H 3.08 0.62 7.53
C 2.04 -6.06 0.89
O 2.26 -6.11 -0.32
N 1.36 -5.09 1.54
N 2.72 -6.90 1.75
H 1.29 -5.18 2.53
H 0.94 -4.42 0.92
H 3.12 -7.77 1.45
H 2.53 -6.79 2.73
C 2.91 -2.53 5.73
O 3.17 -3.20 6.75
N 1.61 -2.25 5.42
N 3.84 -2.10 4.87
H 1.02 -2.53 6.18
H 1.39 -1.45 4.83
H 3.52 -1.44 4.18
H 4.82 -2.33 4.97
C 6.86 -0.35 3.22
O 6.96 -1.15 4.16
N 5.86 -0.39 2.31
N 7.58 0.79 3.24
H 6.04 -0.01 1.39
H 5.38 -1.29 2.26
H 8.17 0.90 4.04
H 7.48 1.53 2.57
C 4.20 -4.02 2.00
O 4.78 -2.93 1.93
N 3.89 -4.79 0.92
N 3.92 -4.59 3.21
H 4.20 -4.23 0.14
H 3.19 -5.51 0.92
H 3.97 -4.01 4.05
H 3.99 -5.58 3.39

- highest occupied orbital energy (eV) = -7.80
- orbital gap (eV) = 8.2

Atomic partial charges in e from the Mulliken method, atoms 1 to 99: C -1.3600; C 1.8205; C -1.7835; C 0.4409; C -1.7437; C 1.9332; N 0.2398; O -0.5085; C -1.9910; C -1.7070; C -1.9392; H 0.1522; H 0.3794; H 0.3715; H 0.4304; H 0.5525; H -0.3561; H 0.3712; H 0.4475; H 0.3875; H 0.4655; H 0.3939; H 0.3942; H 0.2088; H 0.3517; H 0.5030; H 0.3998; H 0.4164; H 0.4035; H 0.3559; C -1.5280; C 1.6639; C -1.5710; C -0.7306; C -1.1844; C 1.7874; N 0.0882; O -0.4555; C -1.9937; C -1.7664; C -2.0763; H 0.3383; H 0.3812; H 0.3043; H 0.4591; H 0.5217; H 0.2849; H 0.4107; H 0.3422; H 0.4103; H 0.3432; H 0.4589; H 0.4353; H 0.3384; H 0.4007; H 0.4650; H 0.3343; H 0.5273; H 0.5569; H 0.3818; C -0.8948; C 1.4057; C -1.4023; C -0.7073; C -1.6746; C 2.3256; N 0.4046; O -0.3908; C -2.3435; C -1.1298; C -1.8890; H -0.0897; H 0.4326; H 0.1727; H 0.3870; H 0.4297; H 0.3185; H 0.4359; H 0.5382; H 0.5176; H 0.3775; H 0.5383; H 0.3337; H 0.3002; H 0.1935; H -0.1582; H 0.3543; H 0.3547; H 0.4874; H 0.3251; C -1.3870; C 1.4266; C -1.3657; C 0.3112; C -1.7327; C 2.4263; N 0.6705; O -0.5206; C -1.2865